No. 1
Below is an isolated molecule of C3H5BrS, with properties calculated with ωB97M-V with the def2-TZVPD basis set.

Atoms and positions in Å:
C: 0.468 -0.724 -0.822
C: -0.265 -0.510 0.513
C: -0.356 1.340 0.741
S: -1.710 1.989 1.283
Br: 1.129 2.245 0.233
H: 1.412 -0.250 -1.028
H: 0.591 -1.800 -0.839
H: -0.110 -0.443 -1.679
H: -1.384 -0.661 0.415
H: 0.224 -1.185 1.183

Output
* SMILES: CCC(=S)Br
* LUMO energy: -0.336 eV

Mulliken population analysis, charges in e, atoms 1 to 8: -1.13, -0.35, 0.13, -0.20, -0.04, 0.37, 0.31, 0.35

---

No. 2
Below is an isolated molecule of C3H7N3O2, with properties calculated with ωB97M-V with the def2-TZVPD basis set.

Atoms and positions in Å:
C: -1.952 0.453 0.760
C: 0.938 1.122 0.323
C: 0.273 -0.423 0.696
N: 1.316 -1.467 -1.386
O: 0.198 -0.674 -1.040
O: 1.204 -1.266 1.143
N: -0.853 -0.307 1.279
N: 0.571 2.225 0.169
H: 1.671 -1.595 0.322
H: 0.954 -2.265 -1.902
H: 1.928 -0.907 -1.979
H: 0.537 3.114 -0.288
H: -2.107 0.345 -0.317
H: -2.865 0.119 1.253
H: -1.816 1.527 0.969

Output
* LUMO energy (alpha / beta): 0.128 / 0.128 eV

Mulliken population analysis, charges in e, atoms 1 to 8: -0.79, 0.09, 0.80, -0.51, -0.39, -0.53, -0.53, -0.15

---

No. 3
Below is a cluster of 5 separate species, C10H30O5 in total, with properties calculated with ωB97M-V with the def2-TZVPD basis set.

Atoms and positions in Å:
C: -3.978 -5.888 -5.040
C: -2.490 -6.219 -5.131
O: -1.742 -6.313 -3.928
H: -4.500 -5.947 -5.994
H: -4.246 -4.842 -4.894
H: -4.580 -6.465 -4.338
H: -1.952 -5.478 -5.722
H: -2.431 -7.107 -5.761
H: -2.270 -6.632 -3.193
C: -2.494 4.480 2.136
C: -2.084 4.773 0.690
O: -2.820 4.221 -0.343
H: -3.498 4.096 2.314
H: -2.508 5.402 2.716
H: -1.743 3.917 2.691
H: -1.011 4.759 0.500
H: -2.320 5.835 0.618
H: -2.891 4.920 -0.997
C: 0.913 -0.131 -1.214
C: 0.973 -1.622 -1.539
O: -0.013 -1.933 -2.540
H: 1.796 0.231 -0.686
H: 0.012 0.140 -0.664
H: 0.698 0.319 -2.183
H: 0.981 -2.355 -0.733
H: 1.950 -1.654 -2.022
H: -0.093 -2.889 -2.533
C: -3.444 -2.006 3.021
C: -1.994 -1.956 3.437
O: -1.614 -3.235 3.085
H: -3.836 -2.987 3.287
H: -3.577 -1.941 1.941
H: -4.048 -1.278 3.562
H: -1.849 -1.826 4.509
H: -1.445 -1.183 2.899
H: -1.674 -3.238 2.127
C: 6.506 4.281 2.661
C: 7.665 4.733 1.821
O: 8.447 5.557 2.658
H: 5.871 5.103 2.992
H: 6.778 3.630 3.492
H: 5.821 3.712 2.032
H: 7.431 5.287 0.912
H: 8.226 3.911 1.374
H: 9.077 5.815 1.981

Output
* SMILES: CCO.CCO.CCO.CCO.CCO
* LUMO energy: 0.488 eV

Mulliken population analysis, charges in e, atoms 1 to 8: -1.08, -0.13, -0.51, 0.34, 0.30, 0.33, 0.25, 0.21

---

The records above yield strongest force on any atom values of 4.677 2.462 2.909 eV/Å, respectively.
The records above yield calculated total energy values of -3089.4339 -433.0668 -775.0621 a.u., respectively.
The records above yield energy above the lowest of the compared OMol25 structures with the same formula, charge and spin values of 34.6 160.6 61.7 kcal per mole, respectively.